No. 1
Density functional theory data (ωB97M-V with the def2-TZVPD basis set) for a molecular structure, C23H34AsIIrNO7Si3 at a distorted geometry.

Element x y z (Å)
Ir  -0.908  -0.054  -0.856
O  -3.511  5.266  -1.425
C  -2.848  4.098  -1.301
C  -1.842  3.716  -2.192
C  -1.214  2.507  -1.977
N  -1.568  1.775  -0.928
C  -2.566  2.070  -0.095
C  -3.233  3.263  -0.244
C  -2.874  0.964  0.919
O  -3.699  1.177  1.779
O  -2.195  -0.145  0.769
C  -0.151  1.834  -2.860
O  0.286  2.446  -3.809
O  0.196  0.633  -2.484
H  -3.187  5.754  -2.190
H  -1.558  4.316  -3.048
H  -4.040  3.529  0.423
C  2.497  -2.536  -0.137
Si  2.865  -0.706  -0.137
C  3.242  -0.055  -1.842
C  4.321  -0.364  0.992
As  0.907  0.400  0.698
Si  0.328  -0.642  2.774
C  -0.799  0.419  3.814
C  1.943  -0.879  3.704
C  -0.395  -2.314  2.379
Si  1.462  2.684  1.042
C  3.023  2.840  2.067
C  1.753  3.510  -0.612
C  0.037  3.494  1.954
H  3.299  -3.055  -0.669
H  1.550  -2.759  -0.628
H  2.464  -2.930  0.881
H  3.862  -0.781  -2.374
H  3.810  0.877  -1.777
H  2.344  0.129  -2.431
H  5.165  -0.957  0.624
H  4.141  -0.654  2.025
H  4.626  0.681  0.974
H  -0.292  1.318  4.169
H  -1.065  -0.176  4.693
H  -1.726  0.696  3.315
H  2.539  0.034  3.758
H  2.552  -1.662  3.249
H  1.725  -1.189  4.730
H  -1.310  -2.216  1.801
H  -0.620  -2.835  3.314
H  0.313  -2.921  1.813
H  3.912  2.652  1.465
H  3.041  2.168  2.926
H  3.091  3.865  2.442
H  2.285  2.880  -1.326
H  2.357  4.405  -0.436
H  0.823  3.835  -1.076
H  0.136  3.367  3.033
H  -0.936  3.100  1.665
H  0.039  4.567  1.744
I  -3.724  -7.890  -3.744
C  -3.048  -6.027  -3.089
C  -3.571  -4.873  -3.655
C  -3.125  -3.639  -3.212
C  -2.157  -3.565  -2.218
C  -1.637  -4.726  -1.660
C  -2.085  -5.964  -2.092
C  -1.686  -2.244  -1.747
O  -2.246  -1.169  -2.125
O  -0.701  -2.158  -0.934
H  -4.321  -4.936  -4.432
H  -3.521  -2.724  -3.632
H  -0.886  -4.653  -0.885
H  -1.689  -6.871  -1.656

The value obtained for the total energy is -4984.7977 a.u. The energy relative to the best compared isomer or geometry (same formula, charge and spin) is 0.0 kcal/mol. The HOMO-LUMO gap is 8.6 eV. The strongest force on any atom comes out at 1.087 eV/Å. The value obtained for the LUMO energy is -0.120 eV. For the HOMO energy, the calculation gives -0.3213 Eh.

Atomic partial charges in e from the Löwdin method, atoms 1 to 4: 1.2088 0.0907 -0.2644 0.0814


No. 2
Density functional theory data (ωB97M-V with the def2-TZVPD basis set) for 3 unconnected molecules or ions with the total composition C23H34ClF4NPS2.

Element x y z (Å)
C  -1.544  4.149  0.712
C  -2.404  2.874  0.755
N  -1.915  1.787  1.613
C  -1.585  2.212  2.990
C  -2.096  1.286  4.104
C  -0.991  0.920  1.020
S  -0.041  1.293  -0.267
S  -1.014  -0.628  1.803
C  0.592  -1.376  1.415
C  0.803  -2.588  2.338
C  1.211  -3.866  1.608
P  2.742  -3.821  0.492
F  3.561  -4.874  1.577
F  3.340  -2.468  1.414
C  4.347  -3.741  -0.497
C  4.371  -2.667  -1.578
C  3.421  -2.833  -2.761
Cl  3.248  -4.532  -3.342
H  -1.323  4.424  -0.319
H  -0.585  4.002  1.204
H  -2.058  4.991  1.179
H  -2.513  2.459  -0.243
H  -3.402  3.117  1.121
H  -0.500  2.322  3.072
H  -2.035  3.190  3.148
H  -2.914  0.667  3.740
H  -1.318  0.632  4.489
H  -2.468  1.885  4.940
H  0.620  -1.655  0.366
H  1.345  -0.604  1.566
H  -0.115  -2.777  2.909
H  1.571  -2.341  3.070
H  1.389  -4.637  2.361
H  0.394  -4.222  0.968
H  2.076  -2.904  -0.412
H  2.242  -4.953  -0.241
H  4.583  -4.723  -0.912
H  5.136  -3.504  0.219
H  5.384  -2.569  -1.987
H  4.120  -1.708  -1.114
H  3.791  -2.280  -3.624
H  2.418  -2.486  -2.532
F  -3.984  4.469  3.036
C  -4.794  4.910  4.022
C  -5.173  4.020  5.007
C  -6.003  4.480  6.020
C  -6.436  5.799  6.031
C  -6.037  6.667  5.025
C  -5.205  6.227  4.005
H  -4.822  2.998  4.970
H  -6.311  3.800  6.803
H  -7.084  6.149  6.824
H  -6.374  7.695  5.030
H  -4.876  6.882  3.210
F  3.371  -3.615  -10.493
C  3.152  -3.119  -9.252
C  3.335  -3.948  -8.164
C  3.110  -3.432  -6.894
C  2.706  -2.112  -6.738
C  2.529  -1.304  -7.852
C  2.754  -1.803  -9.128
H  3.647  -4.972  -8.315
H  3.247  -4.056  -6.020
H  2.525  -1.721  -5.746
H  2.211  -0.276  -7.731
H  2.626  -1.195  -10.013

The value obtained for the total energy is -2948.9929 a.u. The HOMO-LUMO gap is 6.8 eV. The strongest force on any atom comes out at 0.547 eV/Å. The value obtained for the LUMO energy is 2.045 eV. As for the charge: -1. For the HOMO energy, the calculation gives -0.1759 Eh.

Atomic partial charges in e from the natural (NBO) method, atoms 1 to 4: -0.6422 -0.2173 -0.4839 -0.2204


No. 3
Density functional theory data (ωB97M-V with the def2-TZVPD basis set) for a molecular structure, C23H34F3IMnN3O2Si2Te.

Element x y z (Å)
Mn  0.087  -0.012  -0.903
O  5.173  1.891  0.468
C  5.373  0.602  0.158
C  6.682  0.117  0.220
C  6.961  -1.193  -0.114
C  5.943  -2.054  -0.517
C  4.647  -1.577  -0.572
C  4.338  -0.260  -0.237
C  2.927  0.183  -0.288
O  2.016  -0.665  -0.621
N  2.669  1.423  0.017
N  1.296  1.659  0.106
C  0.817  2.503  -0.719
C  -1.656  2.191  0.055
C  -2.800  2.860  0.481
C  -3.804  2.144  1.100
C  -3.656  0.775  1.284
C  -2.499  0.182  0.831
N  -1.520  0.869  0.231
H  4.214  2.080  0.326
H  7.461  0.803  0.530
H  7.984  -1.548  -0.064
H  6.162  -3.081  -0.781
H  3.829  -2.219  -0.875
H  1.475  2.972  -1.447
H  -2.854  3.937  0.361
H  -4.694  2.653  1.449
H  -4.419  0.181  1.770
H  -2.328  -0.881  0.948
C  2.727  -5.098  -3.462
Si  1.524  -3.735  -2.961
C  2.263  -2.093  -3.462
C  -0.128  -3.985  -3.822
C  1.269  -4.000  -1.102
Te  -0.065  -2.800  0.049
C  -1.876  -3.765  -0.578
Si  -2.455  -5.147  0.550
C  -2.879  -4.409  2.225
C  -1.113  -6.449  0.743
C  -3.983  -5.942  -0.207
H  2.892  -5.096  -4.544
H  2.367  -6.092  -3.180
H  3.698  -4.944  -2.980
H  2.138  -1.991  -4.544
H  3.332  -2.041  -3.235
H  1.781  -1.246  -2.996
H  0.000  -3.962  -4.908
H  -0.822  -3.179  -3.568
H  -0.589  -4.943  -3.560
H  2.210  -4.022  -0.550
H  0.847  -5.008  -0.998
H  -1.707  -4.088  -1.607
H  -2.623  -2.968  -0.641
H  -2.032  -3.855  2.641
H  -3.149  -5.187  2.944
H  -3.726  -3.721  2.148
H  -0.169  -6.016  1.084
H  -0.928  -6.976  -0.198
H  -1.420  -7.195  1.482
H  -4.769  -5.201  -0.381
H  -4.396  -6.718  0.444
H  -3.745  -6.406  -1.169
I  -1.493  6.335  1.041
C  -0.598  2.988  -0.665
H  -0.549  3.989  -0.194
H  -0.944  3.200  -1.679
F  -1.789  0.963  -3.150
C  -1.160  -0.188  -2.731
F  -2.207  -1.075  -2.515
F  -0.593  -0.666  -3.895

The value obtained for the total energy is -3807.0791 a.u. The energy relative to the best compared isomer or geometry (same formula, charge and spin) is 0.0 kcal/mol. The HOMO-LUMO gap (spin up / spin down) is 6.2 / 6.2 eV. The strongest force on any atom comes out at 0.581 eV/Å. The value obtained for the LUMO energy (spin up / spin down) is 1.833 / 1.826 eV. As for the charge: -1. For the HOMO energy (spin up / spin down), the calculation gives -0.1600 / -0.1599 Eh. Its spin multiplicity is 6.

Atomic partial charges in e from the natural (NBO) method, atoms 1 to 4: 1.3314 -0.6805 0.3476 -0.2796


No. 4
Density functional theory data (ωB97M-V with the def2-TZVPD basis set) for 6 unconnected molecules or ions with the total composition C23H34FNO9 at a distorted geometry.

Element x y z (Å)
O  5.727  -4.862  0.704
C  4.834  -4.738  -0.090
C  4.984  -5.030  -1.543
C  4.428  -4.210  -2.407
C  3.686  -3.052  -1.840
O  3.712  -1.943  -2.303
C  2.934  -3.382  -0.583
C  1.577  -2.779  -0.387
O  1.292  -2.073  0.537
N  0.572  -3.112  -1.412
C  -0.042  -4.373  -1.130
O  -1.178  -4.634  -1.391
F  0.743  -5.268  -0.536
C  3.489  -4.204  0.277
H  5.529  -5.908  -1.836
H  4.480  -4.352  -3.466
H  1.119  -3.283  -2.260
H  3.004  -4.494  1.188
C  -0.768  0.467  -2.597
C  0.274  0.262  -3.661
C  0.857  1.504  -4.288
O  0.635  -0.844  -3.998
H  -1.104  -0.501  -2.228
H  -0.343  1.038  -1.772
H  -1.622  1.007  -3.010
H  1.333  2.114  -3.520
H  0.068  2.084  -4.768
H  1.597  1.221  -5.035
C  -1.416  4.490  0.214
C  -0.381  4.252  -0.848
C  0.221  5.473  -1.501
O  -0.038  3.136  -1.175
H  -1.765  3.536  0.599
H  -0.980  5.063  1.035
H  -2.264  5.031  -0.206
H  0.718  6.090  -0.751
H  -0.560  6.059  -1.987
H  0.951  5.165  -2.247
C  0.594  5.834  5.554
C  0.548  5.238  4.167
C  1.845  5.200  3.395
O  -0.479  4.811  3.697
H  -0.399  5.799  5.995
H  1.283  5.267  6.181
H  0.926  6.872  5.503
H  2.584  4.607  3.935
H  2.228  6.212  3.257
H  1.673  4.748  2.420
C  -6.301  3.931  -0.506
C  -5.543  5.036  0.188
C  -6.347  5.996  1.028
O  -4.344  5.144  0.077
H  -5.607  3.315  -1.072
H  -6.811  3.308  0.230
H  -7.039  4.356  -1.189
H  -6.859  5.457  1.826
H  -7.086  6.506  0.407
H  -5.683  6.736  1.468
C  0.824  -9.776  2.279
C  0.942  -9.005  0.986
C  -0.179  -8.051  0.652
O  1.892  -9.144  0.253
H  1.692  -10.420  2.397
H  0.776  -9.085  3.122
H  -0.077  -10.390  2.266
H  -0.265  -7.289  1.428
H  -1.122  -8.594  0.574
H  0.029  -7.568  -0.296

The value obtained for the total energy is -1728.5117 a.u. The HOMO-LUMO gap is 7.8 eV. The strongest force on any atom comes out at 2.856 eV/Å. The value obtained for the LUMO energy is -1.176 eV. As for the SMILES: O=C1C=CC(=O)C(C(=O)NC(=O)F)=C1.CC(C)=O.CC(C)=O.CC(C)=O.CC(C)=O.CC(C)=O. For the HOMO energy, the calculation gives -0.3310 Eh.

Atomic partial charges in e from the natural (NBO) method, atoms 1 to 4: -0.4708 0.4980 -0.2251 -0.2505


No. 5
Density functional theory data (ωB97M-V with the def2-TZVPD basis set) for C23H34N2O4S in the gas phase at a distorted geometry.

Element x y z (Å)
C  3.403  1.823  -2.403
C  4.026  1.990  -1.059
C  4.882  3.051  -0.781
C  5.453  3.201  0.470
C  5.179  2.287  1.473
C  4.330  1.222  1.215
C  3.767  1.081  -0.038
S  2.654  -0.296  -0.404
O  3.238  -1.102  -1.440
O  1.344  0.248  -0.656
C  2.545  -1.357  1.118
C  1.645  -2.456  0.725
C  1.830  -3.796  0.521
C  0.599  -4.297  0.041
C  -0.247  -3.222  -0.036
C  -1.640  -3.089  -0.512
O  -2.396  -4.035  -0.637
N  -1.957  -1.810  -0.804
C  -3.285  -1.400  -1.180
C  -4.036  -0.682  -0.032
N  -3.801  0.735  0.125
C  -2.443  1.131  0.458
C  -1.929  0.554  1.781
C  -2.861  0.932  2.928
C  -0.514  1.072  2.034
C  -4.354  1.551  -0.945
C  -4.981  2.844  -0.402
C  -6.116  2.509  0.560
C  -5.481  3.708  -1.556
O  0.391  -2.107  0.390
H  3.692  0.864  -2.830
H  3.701  2.624  -3.075
H  2.318  1.814  -2.309
H  5.099  3.768  -1.560
H  6.114  4.032  0.663
H  5.620  2.400  2.451
H  4.115  0.511  1.996
H  2.118  -0.737  1.902
H  3.539  -1.719  1.357
H  2.728  -4.352  0.697
H  0.365  -5.306  -0.226
H  -1.249  -1.101  -0.676
H  -3.233  -0.749  -2.057
H  -3.823  -2.314  -1.442
H  -3.788  -1.187  0.904
H  -5.110  -0.810  -0.195
H  -2.450  2.220  0.554
H  -1.728  0.887  -0.348
H  -1.879  -0.536  1.709
H  -3.869  0.582  2.725
H  -2.893  2.013  3.047
H  -2.519  0.491  3.862
H  0.132  0.835  1.192
H  -0.104  0.621  2.936
H  -0.523  2.153  2.167
H  -5.138  0.983  -1.451
H  -3.590  1.808  -1.696
H  -4.217  3.403  0.147
H  -6.513  3.413  1.017
H  -6.924  2.007  0.033
H  -5.750  1.850  1.342
H  -5.920  4.629  -1.179
H  -6.239  3.176  -2.128
H  -4.665  3.967  -2.227

The value obtained for the total energy is -1705.4588 a.u. The energy relative to the best compared isomer or geometry (same formula, charge and spin) is 3.6 kcal/mol. The HOMO-LUMO gap is 8.6 eV. The strongest force on any atom comes out at 1.199 eV/Å. The value obtained for the LUMO energy is 0.482 eV. As for the SMILES: Cc1ccccc1S(=O)(=O)Cc1ccc(C(=O)NCCN(CC(C)C)CC(C)C)o1. For the HOMO energy, the calculation gives -0.2986 Eh.

Atomic partial charges in e from the natural (NBO) method, atoms 1 to 4: -0.6586 -0.0055 -0.1960 -0.1825


No. 6
Density functional theory data (ωB97M-V with the def2-TZVPD basis set) for C23H34N6O3 in the gas phase at a distorted geometry.

Element x y z (Å)
C  3.739  -1.302  -1.122
C  2.438  -1.780  -0.491
C  1.534  -0.605  -0.125
C  0.238  -1.094  0.533
C  0.504  -1.804  1.880
O  0.187  -2.970  2.033
N  1.111  -1.053  2.799
C  1.419  -1.513  4.135
C  0.613  -0.719  5.173
C  1.502  0.483  5.474
C  2.893  -0.142  5.558
C  2.898  -1.226  4.470
N  -0.775  -0.035  0.623
C  -0.444  1.174  1.100
O  0.584  1.408  1.717
C  -1.390  2.354  0.815
N  -1.652  2.460  -0.586
N  -2.847  2.610  -1.099
N  -2.715  2.646  -2.375
C  -1.395  2.508  -2.631
C  -0.798  2.478  -3.929
C  0.519  2.325  -4.285
C  0.546  2.368  -5.693
C  -0.749  2.543  -6.100
C  -1.345  2.664  -7.455
O  -1.565  2.609  -5.034
N  -0.706  2.388  -1.496
C  -2.101  -0.383  0.125
C  -2.116  -0.737  -1.383
C  -2.607  -2.183  -1.470
C  -3.496  -2.331  -0.239
C  -2.706  -1.605  0.847
H  4.285  -0.661  -0.433
H  4.372  -2.148  -1.378
H  3.538  -0.736  -2.028
H  1.916  -2.439  -1.188
H  2.656  -2.360  0.408
H  1.274  -0.041  -1.025
H  2.072  0.072  0.538
H  -0.188  -1.865  -0.114
H  1.237  -0.064  2.603
H  1.182  -2.579  4.155
H  0.480  -1.320  6.073
H  -0.369  -0.442  4.791
H  1.456  1.198  4.651
H  1.220  0.996  6.393
H  3.029  -0.597  6.540
H  3.687  0.589  5.411
H  3.406  -0.872  3.572
H  3.408  -2.126  4.807
H  -2.344  2.279  1.340
H  -0.862  3.249  1.160
H  1.344  2.204  -3.613
H  1.407  2.281  -6.323
H  -2.088  1.884  -7.612
H  -1.844  3.626  -7.563
H  -0.568  2.577  -8.208
H  -2.763  0.465  0.297
H  -1.136  -0.598  -1.838
H  -2.818  -0.083  -1.902
H  -1.771  -2.882  -1.404
H  -3.140  -2.378  -2.399
H  -4.451  -1.832  -0.410
H  -3.687  -3.371  0.018
H  -1.926  -2.260  1.230
H  -3.331  -1.301  1.686

The value obtained for the total energy is -1451.0904 a.u. The energy relative to the best compared isomer or geometry (same formula, charge and spin) is 0.0 kcal/mol. The HOMO-LUMO gap is 9.1 eV. The strongest force on any atom comes out at 1.466 eV/Å. The value obtained for the LUMO energy is 0.727 eV. As for the SMILES: CCC[C@@H](C(=O)NC1CCCC1)N(C(=O)Cn1nnc(-c2ccc(C)o2)n1)C1CCCC1. For the HOMO energy, the calculation gives -0.3068 Eh.

Atomic partial charges in e from the natural (NBO) method, atoms 1 to 4: -0.5977 -0.3968 -0.3992 -0.1331